Computed, not measured: 19 unconnected molecules or ions with the total composition C75H200N26O29 in a non-equilibrium geometry, with the ωB97M-V functional and the def2-TZVPD basis.

```
! RIJCOSX wB97M-V def2-TZVPD def2/J DEFGRID3
* xyz 0 1
C -2.42519 -3.50738 -1.10004
O -3.52027 -3.00653 -0.85500
N -1.84936 -4.40465 -0.26474
N -1.72130 -3.23544 -2.26524
H -2.26551 -4.38056 0.66554
H -0.77010 -4.42212 -0.24039
H -2.02252 -2.39220 -2.71904
H -0.74567 -3.47926 -2.47081
C -2.81736 4.34414 -5.16429
O -3.80267 4.24666 -5.92756
N -1.96364 5.42866 -5.17385
N -2.52308 3.46301 -4.19720
H -1.04219 5.46174 -4.76574
H -2.17868 6.23260 -5.74609
H -1.73243 3.44381 -3.59142
H -3.02380 2.56452 -4.07669
C -3.31478 2.56437 1.41124
O -2.66181 1.50930 1.66184
N -3.73056 2.88458 0.09953
N -3.74521 3.43054 2.41942
H -4.17912 3.77721 0.01725
H -3.48356 2.30156 -0.70028
H -3.50667 3.14709 3.33274
H -3.96741 4.42409 2.28557
C 2.65731 -2.37043 -5.79943
O 3.65999 -1.84182 -5.36013
N 1.36589 -1.84892 -5.59579
N 2.55673 -3.52945 -6.48957
H 0.67727 -2.06666 -6.30712
H 1.18939 -1.08355 -4.98800
H 3.40208 -4.07667 -6.59528
H 1.70431 -4.07923 -6.45829
C 6.21490 -1.43649 2.14691
O 6.41802 -2.41743 2.82003
N 5.50667 -1.42148 0.95766
N 6.67259 -0.23215 2.60178
H 5.23827 -0.56250 0.51117
H 4.87827 -2.14951 0.75336
H 7.40811 -0.37219 3.31528
H 6.98063 0.33183 1.79812
C -3.64615 0.01961 -1.99646
O -3.35654 1.16875 -2.41404
N -4.01213 -0.90148 -2.81434
N -3.53213 -0.21629 -0.70780
H -4.33247 -0.59899 -3.74544
H -4.32784 -1.75919 -2.38447
H -3.77572 -1.13370 -0.42378
H -3.30908 0.38962 0.05666
C -5.07133 0.95517 -5.73461
O -5.16768 -0.22225 -5.35013
N -5.29996 1.94802 -4.82473
N -4.99555 1.37713 -7.03275
H -5.25907 1.71272 -3.88546
H -5.11004 2.96342 -5.05312
H -4.90867 0.64991 -7.76439
H -4.53863 2.24357 -7.06439
C 0.30642 -0.23418 -0.06285
C 0.82433 0.65911 -1.25312
C 1.66506 -0.21027 -2.18361
O 2.73102 -0.82392 -1.46424
C 3.68517 -1.39611 -2.28599
N -0.20877 1.32730 -1.99779
H 1.13087 -0.43206 0.58605
H -0.07483 -1.21279 -0.34551
H -0.52759 0.30480 0.49748
H 1.50419 1.43709 -0.86934
H 2.03245 0.40512 -3.00582
H 0.96031 -0.88534 -2.70673
H 3.20923 -2.11476 -2.92222
H 4.45563 -1.81359 -1.58371
H 4.16290 -0.60727 -2.92066
H -0.77706 0.54095 -2.42771
H -0.88887 1.79152 -1.36779
C 3.56917 1.39730 1.78033
C 4.26559 2.17053 0.72030
C 5.24347 3.16379 1.27199
O 5.87223 3.84505 0.12061
C 6.89916 4.77895 0.50856
N 5.00359 1.22150 -0.17339
H 4.28448 0.83271 2.38156
H 2.67906 0.84671 1.47844
H 3.19341 2.15694 2.47618
H 3.54948 2.83882 0.09991
H 6.00121 2.72194 1.99617
H 4.71479 3.85833 1.92215
H 7.78819 4.33853 0.97853
H 6.42838 5.57257 1.10148
H 7.20951 5.30888 -0.36084
H 5.58723 1.81460 -0.73047
H 4.27856 0.86953 -0.79400
C 5.90686 -5.52231 -9.57679
O 6.16197 -5.86338 -8.18049
C 5.19736 -6.73054 -7.69924
C 5.13916 -6.81878 -6.19301
N 4.97083 -5.51909 -5.52263
C 6.26069 -4.97794 -5.09023
C 5.91452 -3.95406 -3.94186
O 5.49103 -4.65671 -2.78542
C 6.64724 -4.99127 -1.95556
H 4.91241 -5.08321 -9.76810
H 6.06813 -6.38089 -10.23823
H 6.55608 -4.69087 -9.85296
H 5.28382 -7.80969 -8.01222
H 4.13402 -6.49241 -8.06846
H 5.99852 -7.31846 -5.77778
H 4.26773 -7.46184 -5.96703
H 4.41635 -5.82786 -4.72098
H 6.56243 -4.37639 -5.93543
H 7.02700 -5.71809 -4.94326
H 5.11739 -3.30726 -4.26634
H 6.75106 -3.29900 -3.69481
H 6.36212 -5.70659 -1.14326
H 6.94825 -4.06761 -1.46106
H 7.43076 -5.45373 -2.57338
C -2.76241 -4.51415 13.46357
O -3.29302 -3.23061 13.26180
C -2.28976 -2.32682 12.84236
C -2.82071 -0.92577 12.59313
N -1.78575 -0.20813 11.83028
C -2.30761 0.85615 10.95258
C -1.14703 1.46162 10.14325
O -0.67529 0.48450 9.17361
C 0.60729 0.82551 8.73220
H -1.83790 -4.58596 14.12611
H -2.47809 -5.01856 12.54758
H -3.58415 -5.08029 13.94823
H -1.96212 -2.71150 11.82320
H -1.52124 -2.32825 13.60475
H -3.06726 -0.51820 13.53567
H -3.72135 -1.04130 12.00046
H -1.29737 -0.92726 11.27375
H -2.72439 1.63160 11.63879
H -3.10113 0.49915 10.27506
H -0.31170 1.58972 10.84847
H -1.24806 2.43371 9.59839
H 1.28510 0.93263 9.62275
H 0.61166 1.67448 8.10728
H 1.08892 0.01482 8.19536
C 0.46215 3.54076 1.06896
O -0.35300 3.76943 -0.05422
C -0.15459 4.98127 -0.73521
C 1.05918 4.99944 -1.65347
N 0.76642 4.27339 -2.84010
C 2.00304 4.08347 -3.60741
C 1.75710 3.32066 -4.86601
O 0.76765 4.00626 -5.62177
C 0.58854 3.39920 -6.90873
H 1.53237 3.33526 0.89305
H 0.01622 2.64561 1.53307
H 0.32051 4.38714 1.79336
H -0.16394 5.80563 -0.02116
H -1.02730 5.15302 -1.39563
H 1.96365 4.70776 -1.08208
H 1.27804 6.09169 -1.90651
H 0.47944 3.30890 -2.72493
H 2.67438 3.48375 -2.96283
H 2.55111 4.99678 -3.92319
H 1.37937 2.33569 -4.68005
H 2.57244 3.22874 -5.52633
H 0.11152 2.42323 -6.78601
H 1.58505 3.26358 -7.30176
H 0.01815 4.14296 -7.44633
C -1.66425 8.22021 0.10200
O -1.50099 7.91117 1.51231
C -2.36345 6.90180 1.92667
C -3.83237 7.44306 2.04304
N -4.76787 6.40918 2.52198
C -5.13395 6.59167 3.92109
C -6.39532 5.93621 4.16338
O -7.40414 6.35605 3.31192
C -8.60733 5.71289 3.52151
H -1.22087 7.45332 -0.46075
H -1.12711 9.17198 -0.02621
H -2.68239 8.33976 -0.26846
H -1.97642 6.52570 2.88059
H -2.39721 6.03877 1.27374
H -4.10289 7.73055 0.99481
H -3.88174 8.40591 2.64925
H -5.54664 6.40956 1.90522
H -5.15306 7.70404 4.18479
H -4.33247 6.21282 4.53376
H -6.72445 6.01359 5.25632
H -6.16574 4.90202 3.91232
H -8.48742 4.68389 3.91040
H -9.03132 5.76779 2.51593
H -9.09506 6.27584 4.36559
C 0.55627 -6.43245 -7.35331
O 0.13475 -5.14389 -7.09367
C -1.25934 -5.04092 -7.21032
C -1.87448 -3.95955 -6.32057
N -1.69789 -2.64429 -6.88577
C -2.27989 -1.61840 -5.99981
C -2.15039 -0.29998 -6.69813
O -2.74239 -0.34681 -7.96814
C -2.12223 0.46703 -8.96289
H 0.41368 -6.81631 -8.35827
H 0.08053 -7.23938 -6.69204
H 1.65398 -6.44329 -7.12211
H -1.60283 -6.00267 -6.79961
H -1.57416 -4.88234 -8.21647
H -1.54434 -4.06225 -5.26779
H -2.95225 -4.22190 -6.25944
H -2.11183 -2.65730 -7.80600
H -1.61957 -1.50544 -5.11546
H -3.32086 -1.90110 -5.71131
H -1.07959 -0.10690 -6.85998
H -2.52402 0.50359 -6.07943
H -2.37119 0.10542 -9.91583
H -1.03332 0.46373 -8.76905
H -2.66426 1.44606 -8.86302
C -1.53323 -6.94414 -3.13163
O -0.32900 -6.38049 -2.46300
C 0.48684 -5.65568 -3.33639
C 1.67286 -5.08457 -2.61320
N 2.61938 -6.09635 -2.16180
C 2.36458 -6.78178 -0.86228
C 3.64550 -7.04733 -0.15381
O 3.44138 -7.85207 0.92077
C 4.55558 -7.89630 1.81556
H -2.09050 -6.18565 -3.61710
H -2.13352 -7.29047 -2.26163
H -1.24078 -7.81296 -3.75431
H -0.15564 -4.92789 -3.86551
H 0.92048 -6.32992 -4.12111
H 1.42839 -4.45119 -1.74861
H 2.20717 -4.38605 -3.32695
H 3.55580 -5.71896 -2.12543
H 1.79345 -7.74949 -1.02545
H 1.74418 -6.23062 -0.14130
H 4.11041 -6.11414 0.27625
H 4.47008 -7.39287 -0.82467
H 4.68201 -6.94906 2.26111
H 5.43244 -8.17187 1.20201
H 4.30041 -8.59296 2.62379
C -3.00270 -1.75230 8.29062
O -3.64107 -0.90230 7.38853
C -4.06124 -1.54583 6.20387
C -4.61592 -0.45165 5.29359
N -5.49973 -0.95910 4.31213
C -5.65964 0.01292 3.26105
C -6.18524 -0.68602 2.07073
O -7.51444 -1.07190 2.39266
C -8.37828 -1.65360 1.41272
H -1.93050 -1.76200 8.10928
H -3.23965 -2.84291 8.14178
H -3.29858 -1.32105 9.24927
H -4.86429 -2.26981 6.40522
H -3.20383 -1.99656 5.77557
H -3.82509 0.01698 4.71930
H -5.04844 0.32539 5.98786
H -6.36240 -1.29945 4.76018
H -4.66943 0.41687 3.02570
H -6.31838 0.88865 3.46350
H -5.58744 -1.64313 1.89218
H -6.12150 -0.04407 1.18191
H -9.26789 -1.97696 1.95656
H -7.93142 -2.58971 0.94147
H -8.62399 -1.01100 0.59138
C 2.43273 -3.68156 0.06692
O 3.44404 -3.56347 1.04763
C 3.14543 -3.52515 2.39014
C 2.25341 -2.43154 2.89726
N 0.87432 -2.63802 2.68967
C 0.01246 -1.54112 3.19469
C -1.36043 -1.75499 2.67151
O -1.87681 -3.09851 3.11857
C -3.22781 -3.27424 2.95287
H 2.99770 -4.04796 -0.79451
H 1.76475 -2.81325 -0.13801
H 1.69538 -4.45830 0.18024
H 4.11972 -3.51787 2.87595
H 2.65345 -4.54156 2.62320
H 2.49961 -1.45065 2.46221
H 2.43822 -2.31789 3.99430
H 0.49315 -3.52516 2.95256
H 0.36994 -0.57926 2.76891
H 0.07134 -1.52374 4.22568
H -1.38004 -1.63794 1.58601
H -2.13638 -1.07061 3.02504
H -3.64826 -3.05387 1.98308
H -3.78312 -2.65102 3.62447
H -3.40435 -4.35259 3.04341
C 9.19895 4.18000 -4.05353
O 8.48510 3.28086 -3.32081
C 7.15224 3.57879 -3.21041
C 6.29933 2.33165 -3.44443
N 6.67738 1.88016 -4.78229
C 5.76746 0.88616 -5.37425
C 4.45470 1.47405 -5.76461
O 4.58150 2.51414 -6.68825
C 4.93518 2.11637 -8.01799
H 10.19727 3.82459 -4.02864
H 9.02947 5.18390 -3.70896
H 8.89807 4.19067 -5.07011
H 6.91161 4.28124 -4.03932
H 6.85144 4.05000 -2.28640
H 5.17720 2.50009 -3.30717
H 6.50255 1.48461 -2.81367
H 6.57419 2.65397 -5.43653
H 5.61663 0.15175 -4.57366
H 6.33855 0.43663 -6.20708
H 4.03106 1.93538 -4.90876
H 3.77921 0.69411 -6.10438
H 5.98204 1.80203 -8.11028
H 4.72223 2.89984 -8.74245
H 4.37835 1.22837 -8.26670
C -6.53074 6.62080 8.18841
O -5.37447 5.91391 8.46449
C -5.70769 4.62239 8.83109
C -4.43183 3.86044 9.19618
N -3.47993 3.71621 8.08891
C -3.62053 2.57513 7.22792
C -2.51861 2.52286 6.26213
O -2.54797 3.65084 5.38873
C -1.29638 4.11537 4.91278
H -7.19935 6.20007 7.45456
H -6.27138 7.56891 7.77613
H -7.12466 6.81003 9.06812
H -6.16706 4.11148 7.99429
H -6.37167 4.58351 9.70438
H -4.73571 2.89626 9.55953
H -3.89285 4.31810 10.01410
H -3.45915 4.54853 7.49797
H -4.51296 2.68233 6.60177
H -3.63014 1.61363 7.77402
H -2.54199 1.66607 5.56641
H -1.54037 2.62065 6.84671
H -0.75195 3.43888 4.26032
H -0.67692 4.22876 5.83089
H -1.44541 5.03843 4.30887
*
```

Summary:
Kohn-Sham gap in eV: 8.91
HOMO in hartree: -0.30894
Energy in eV: -179129.6177
ΔE to the lowest compared entry with this formula, charge and spin in kcal/mol: 0.0
Strongest force on any atom in eV/A: 4.78